A molecular structure, C22H31N4S2Ta, computed with the ωB97M-V functional and the def2-TZVPD basis.

- Kohn-Sham gap: 0.2317 Eh
- M: 596.60 Da
- HOMO level: -20.336 eV
- Total charge: +4

Element x y z (Å)
Ta: 0.3889 0.0611 -0.1432
S: 0.5310 -1.9935 -1.0773
S: 2.6141 0.3762 -0.4829
N: 0.5641 -0.1474 2.1579
N: 0.7567 -0.4716 4.7000
N: 0.3954 1.3773 -1.9759
N: -1.7589 0.0661 -0.8267
C: 4.0662 1.0340 -2.7199
C: 1.6477 1.3809 -2.7716
C: -3.8830 -2.9910 -1.4409
C: -2.9212 -3.9818 -1.5717
C: 2.1078 -0.6871 4.0883
C: -0.2124 -1.4774 4.1572
C: -3.5170 -1.6690 -1.1866
C: -0.2153 -1.3566 2.6174
C: -2.1798 -1.3428 -1.0680
C: 0.2391 2.7638 -1.4042
C: -2.5196 0.6354 0.3398
C: 2.0057 -0.3725 2.5803
C: 0.2831 0.9244 4.4202
C: -1.2095 -2.3468 -1.1954
C: 4.1372 1.4976 -4.0252
C: 2.8158 0.9801 -2.1154
C: 0.0612 1.0630 2.8960
C: -2.0194 0.9366 -2.0354
C: 2.9837 1.8925 -4.6869
C: -0.7710 1.0219 -2.8618
C: -1.5763 -3.6671 -1.4449
C: 1.7302 1.8479 -4.0639
H: -1.0051 1.1747 2.6860
H: 5.0951 1.5486 -4.5256
H: -4.2962 -0.9196 -1.1197
H: 2.5699 0.5271 2.3453
H: -0.8896 1.7751 -3.6387
H: -0.8184 -4.4330 -1.5568
H: 4.9560 0.7148 -2.1923
H: -2.1158 1.6179 0.6102
H: -1.2428 -1.2712 2.2658
H: 1.1605 3.0482 -0.8979
H: -0.5317 0.0693 -3.3374
H: -3.5659 0.7903 0.0771
H: 0.8680 2.1906 -4.6188
H: -1.1873 -1.2738 4.5959
H: -2.3252 1.9204 -1.6811
H: 0.2305 -2.2363 2.1546
H: 0.8276 -0.5987 5.7147
H: -2.8505 0.5240 -2.6048
H: 0.1149 -2.4644 4.4784
H: 0.0543 3.4785 -2.2080
H: -4.9310 -3.2374 -1.5524
H: -2.4962 -0.0554 1.1822
H: -3.2165 -5.0010 -1.7841
H: -0.6061 2.8116 -0.7093
H: 2.4049 -1.7163 4.2807
H: 0.5902 1.9399 2.5235
H: 2.4048 -1.2050 2.0031
H: 1.0380 1.6127 4.7951
H: 2.8115 -0.0229 4.5865
H: 3.0475 2.2523 -5.7059
H: -0.6399 1.0847 4.9742

Forces on atoms 1 to 3 (eV/Å):
Ta -0.1 -0.1 -0.2
S -0.1 0.3 0.2
S -0.1 0.2 -0.2

---

C22H31N7 in the gas phase, computed with the ωB97M-V functional and the def2-TZVPD basis.

- Kohn-Sham gap: 0.3155 Eh
- SMILES string: c1c/c(=N\C2CN(C3CCCCC3)C2)[nH]c(N2CCn3nc4c(c3C2)CCC4)n1
- M: 393.54 Da
- Energy relative to the best compared isomer or geometry (same formula, charge and spin): 0.1 kcal per mole
- HOMO level: -7.931 eV

Element x y z (Å)
N: -5.5650 1.9173 -2.9792
N: -0.7970 1.2441 -0.5131
N: -0.5677 2.9172 -2.1257
N: -2.3714 2.9668 -0.6814
N: 0.6467 -0.4749 -0.1442
N: 3.1495 -1.3597 1.2176
N: -4.6026 2.4346 -2.1881
C: 4.1727 -2.9119 2.7951
C: -1.2220 2.3683 -1.1370
C: -2.9320 4.0395 -1.5019
C: 4.4078 -1.9069 1.6732
C: 0.6009 2.3036 -2.4838
C: -5.4038 0.7677 -1.0288
C: 1.1087 1.1843 -1.9233
C: -6.0460 0.9191 -2.2639
C: -6.7995 -1.1130 -1.3434
C: 0.3865 0.5614 -0.8382
C: 5.3331 -0.7909 2.1448
C: 6.4222 -2.3620 3.7828
C: 1.8650 -1.1814 -0.4618
C: -3.4321 2.2158 -0.0172
C: 3.1703 -0.5019 0.0229
C: 2.1988 -2.2761 0.5639
C: -4.4615 1.7654 -1.0101
C: -3.7124 3.4713 -2.6780
C: -5.9995 -0.3599 -0.2421
C: -7.1415 -0.0827 -2.4519
C: 6.6553 -1.3477 2.6661
C: 5.4896 -3.4781 3.3194
H: 4.9113 -2.4388 0.8371
H: -8.1172 0.3791 -2.2788
H: 7.3731 -2.7774 4.1242
H: -2.1301 4.6770 -1.8581
H: -5.2679 -1.0104 0.2388
H: 7.1925 -1.8349 1.8447
H: -6.1558 -1.8834 -1.7711
H: 1.3708 -2.6142 1.1871
H: 4.8191 -0.2385 2.9387
H: -3.8840 2.8749 0.7292
H: 5.9721 -1.8523 4.6419
H: -1.2772 0.8602 0.2843
H: 5.9808 -4.0498 2.5241
H: -4.3109 4.2437 -3.1593
H: 5.2982 -4.1785 4.1352
H: 3.1234 0.5714 0.2162
H: -3.5911 4.6211 -0.8541
H: -6.6668 0.0122 0.5408
H: 1.8758 -1.5121 -1.5042
H: 5.5127 -0.0851 1.3294
H: 1.1302 2.7880 -3.2964
H: -3.0522 1.3574 0.5299
H: -7.1609 -0.5299 -3.4449
H: 2.0397 0.7605 -2.2650
H: 3.6370 -2.3992 3.6010
H: 3.5244 -3.7186 2.4435
H: 2.6977 -3.1389 0.0989
H: 4.0197 -0.7192 -0.6429
H: 7.2927 -0.5334 3.0171
H: -3.0263 3.0492 -3.4139
H: -7.6841 -1.6090 -0.9459

Forces on atoms 1 to 3 (eV/Å):
N 0.0 0.0 0.0
N 0.0 0.0 0.0
N 0.0 0.0 0.0

---

A molecular structure, C22H31N7O3PPdS in a non-equilibrium geometry, computed with the ωB97M-V functional and the def2-TZVPD basis.

- Kohn-Sham gap: 0.2835 Eh
- M: 611.00 Da
- Energy relative to the best compared isomer or geometry (same formula, charge and spin): 0.0 kcal per mole
- HOMO level: -10.154 eV
- Total charge: +1

Element x y z (Å)
Pd: 0.4853 0.0347 0.7400
S: 0.8130 0.5467 -2.4456
P: -2.9019 0.9493 -0.2539
O: -1.9603 0.6681 0.8810
O: 1.0897 1.8436 -1.8705
O: -0.3046 0.4642 -3.3487
N: 0.4699 0.3934 2.7293
N: 1.4345 1.8546 0.7136
N: -0.2200 -1.8927 0.8406
N: 0.3946 1.5159 4.7729
N: 1.4350 4.1379 1.1495
N: 0.9824 2.6606 2.8528
N: 0.6869 -0.5072 -1.2224
C: -0.4292 -3.6867 -2.8796
C: 0.1154 -2.3935 -2.7389
C: 4.5910 -0.4704 -3.3252
C: -0.2906 -2.5087 -0.3830
C: -4.5742 1.2588 0.3254
C: 0.6026 1.4662 3.4363
C: 2.2578 0.0502 -3.3284
C: 0.1882 -1.7873 -1.5058
C: -1.3492 -4.4256 0.6302
C: -2.4396 2.3896 -1.2156
C: -3.0146 -0.4122 -1.4168
C: -0.9141 -4.3805 -1.8112
C: 0.7038 2.7057 5.5550
C: 3.3257 -0.5795 -5.3732
C: -0.0644 0.3104 5.4452
C: -1.2853 -3.7891 1.8330
C: 3.4568 -0.0830 -2.6357
C: 1.2854 2.8406 1.5123
C: -0.8538 -3.7916 -0.5284
C: 2.1789 -0.1928 -4.6900
C: -0.7136 -2.5084 1.8888
C: 4.5238 -0.7200 -4.6923
H: 1.5076 4.8773 1.8242
H: -1.6617 -4.2439 2.7376
H: -3.1140 -1.3431 -0.8569
H: 0.4597 -1.8796 -3.6212
H: 1.5968 2.1197 -0.2576
H: 0.5802 2.4692 6.6064
H: 5.5305 -0.5807 -2.8004
H: -3.8753 -0.2912 -2.0758
H: -1.3914 2.3031 -1.5078
H: 0.1863 -0.3986 3.2787
H: -4.9463 0.3730 0.8400
H: 0.8826 3.4898 3.4103
H: 1.7273 4.3433 0.2097
H: 0.6740 -0.4935 5.3781
H: -2.5715 3.2839 -0.6059
H: -0.4676 -4.1238 -3.8685
H: 1.2338 -0.0703 -5.2013
H: -5.2436 1.4999 -0.5013
H: -3.0506 2.4714 -2.1151
H: -0.6656 -2.0014 2.8394
H: 3.4906 0.1086 -1.5705
H: -2.1106 -0.4529 -2.0283
H: -0.2251 0.5336 6.4947
H: 0.0247 3.5329 5.3288
H: -1.0138 -0.0323 5.0267
H: -1.3487 -5.3643 -1.9258
H: 1.7373 3.0262 5.4104
H: -4.5568 2.0925 1.0270
H: 5.4130 -1.0283 -5.2261
H: -1.7865 -5.4128 0.5464
H: 3.2796 -0.7692 -6.4371

Forces on atoms 1 to 3 (eV/Å):
Pd 1.3 0.0 0.6
S 0.0 -0.3 -0.1
P 0.2 -0.1 0.3

---

C22H31NO5 in the gas phase, computed with the ωB97M-V functional and the def2-TZVPD basis.

- Kohn-Sham gap: 0.3194 Eh
- SMILES string: CCOc1ccc(CC(NCCO)=C2C(=O)CC(C)(C)CC2=O)cc1OCC
- M: 389.49 Da
- Energy relative to the best compared isomer or geometry (same formula, charge and spin): 50.6 kcal per mole
- HOMO level: -8.029 eV

Element x y z (Å)
O: 0.8744 -1.1367 2.7707
O: -1.6652 1.6889 -1.6264
O: 3.5560 -0.7759 -1.0667
O: 5.8414 2.3197 -0.4412
O: -3.8849 1.3655 0.1297
N: 3.2870 1.2902 0.3864
C: -2.7442 1.0935 -2.3285
C: 0.0521 1.4016 1.5485
C: -0.9940 1.2038 2.4319
C: -2.2994 1.1761 1.9757
C: -0.2215 -2.0635 -1.0130
C: 4.6395 3.0057 -0.6606
C: 0.7607 -2.8513 1.1589
C: 0.4376 -4.4542 -0.7358
C: 1.4868 1.4119 2.0199
C: -0.2441 1.5595 0.2034
C: -4.9705 -0.5767 1.1524
C: -4.9634 0.9332 0.9322
C: 0.7842 -3.0122 -0.3568
C: 2.2069 -2.6901 -0.8045
C: -2.6064 1.3334 0.6298
C: -1.5470 1.5145 -0.2788
C: 1.2130 -1.4890 1.6515
C: 2.0846 -0.7097 0.7816
C: 2.6826 -1.3196 -0.3829
C: -2.3455 1.0212 -3.7952
C: 3.5786 2.7011 0.4023
C: 2.3417 0.6490 1.0522
H: 6.1918 2.5507 0.4266
H: -5.8496 1.2310 0.3642
H: 1.1396 -5.1531 -0.2859
H: -4.9773 1.4677 1.8901
H: 2.3123 -2.7558 -1.8899
H: -1.2322 -2.3074 -0.6911
H: -4.0711 -0.8949 1.6744
H: 4.8041 4.0928 -0.6970
H: 4.2891 2.6720 -1.6400
H: -0.7949 1.0538 3.4807
H: 0.5383 1.7076 -0.5266
H: 1.8348 2.4406 2.1200
H: -5.8392 -0.8570 1.7416
H: 3.7674 0.7093 -0.3260
H: 2.6823 3.2952 0.1870
H: -2.1399 2.0193 -4.1718
H: 2.9005 -3.4180 -0.3705
H: -0.1752 -2.1527 -2.0965
H: -3.6533 1.6936 -2.2088
H: 1.5344 0.9267 2.9952
H: 1.4217 -3.5931 1.6190
H: -0.5633 -4.7073 -0.3929
H: 0.4722 -4.5824 -1.8156
H: -0.2396 -3.0232 1.5627
H: -5.0134 -1.0899 0.1945
H: -0.0204 -1.0299 -0.7420
H: -3.0886 1.0337 2.6964
H: -1.4489 0.4176 -3.9090
H: -3.1506 0.5792 -4.3755
H: -2.9347 0.0868 -1.9384
H: 3.9629 2.9971 1.3885

Forces on atoms 1 to 3 (eV/Å):
O -0.1 0.0 0.1
O 0.0 0.2 0.2
O 0.2 0.0 -0.2